24
Properties=species:S:1:pos:R:3:forces:R:3 method="wB97M-V/def2-TZVPD" smiles="CCN1C(=O)CN2C(=O)CC[C@H]12" e_above_lowest_kj_mol=156.11 homo_energy_ev=-9.238 lumo_energy_ha=0.024 max_force_ev_per_a=3.66 spin_multiplicity=1
C -2.9231 -0.7781 0.6136 0.3 -1.1 -0.2
C -2.1809 -0.2575 -0.6112 0.1 1.9 -1.7
N -0.8178 0.2984 -0.1857 -1.3 -0.8 -1.6
C -0.6286 1.6387 -0.3136 1.9 1.1 2.2
O -1.3755 2.5243 -0.6153 -1.3 0.1 -1.1
C 0.6919 1.9958 0.4647 -2.4 -1.4 1.0
N 1.3198 0.7052 0.5044 0.8 0.8 0.0
C 2.5875 0.4277 0.0333 0.2 -0.3 0.8
O 3.5363 1.1729 -0.1249 -1.0 -0.1 0.2
C 2.5732 -1.0888 -0.1813 2.2 0.4 -0.4
C 1.1916 -1.3178 -0.5863 -3.1 -0.1 -1.9
C 0.3756 -0.3848 0.2982 0.2 0.6 2.1
H -2.2217 -1.5176 1.0440 -0.6 0.3 0.5
H -3.1293 0.0692 1.2945 0.1 -0.7 -0.2
H -3.8605 -1.3548 0.3948 0.8 0.8 0.0
H -2.7079 0.7793 -0.9183 1.1 -2.6 0.0
H -2.0951 -1.0217 -1.5422 -0.1 1.9 2.3
H 0.2000 2.3722 1.4656 1.6 -0.5 -1.6
H 1.3693 2.6448 -0.0106 0.4 1.4 -0.4
H 3.2739 -1.2535 -1.0368 -0.2 -0.4 1.2
H 2.8062 -1.6178 0.7764 0.3 0.4 -0.9
H 1.0153 -0.9789 -1.6768 0.2 -0.6 1.6
H 0.7893 -2.3099 -0.4580 0.2 -0.6 -0.3
H 0.2105 -0.7474 1.3717 -0.3 -0.4 -1.5